Record 1
Entry from the OMol25 dataset: a 2-piece molecular cluster, C16H34BN2O6 overall (ωB97M-V/def2-TZVPD).

total charge = +1
HOMO-LUMO gap = 8.1 eV
HOMO = -11.10 eV
electronic energy = -33078.4717 eV
spin multiplicity = 1

Geometry (Å):
C  1.6901  -2.6106  -2.4197
C  2.2301  -1.4327  -2.1425
C  2.6746  -1.0811  -0.7472
N  3.3768  0.2427  -0.6420
C  2.6941  1.4213  -1.2739
C  1.3226  1.7187  -0.6733
C  0.1574  1.1305  -1.4745
C  -1.1989  1.7520  -1.0902
C  -2.2301  0.7006  -0.6788
C  -3.5445  1.3194  -0.2147
C  -4.4800  0.2846  0.4237
O  -5.7507  0.3343  -0.1947
C  -6.8540  0.1847  0.6929
C  -8.0662  -0.2679  -0.1078
C  1.2519  1.3207  0.8130
C  2.5954  1.2491  1.5463
C  3.7533  0.5742  0.7992
O  4.8545  1.4150  0.7275
B  6.1292  1.0406  1.1964
O  6.5464  -0.2586  1.2245
O  6.9339  2.0090  1.6965
H  1.6126  -2.9572  -3.4397
H  1.2896  -3.2482  -1.6377
H  2.3078  -0.6905  -2.9285
H  3.4017  -1.8261  -0.4234
H  1.8637  -1.0904  -0.0182
H  4.2683  0.1380  -1.1292
H  2.6529  1.2794  -2.3497
H  3.3688  2.2575  -1.0968
H  1.2294  2.8061  -0.7347
H  0.3502  1.3546  -2.5274
H  0.1121  0.0445  -1.3602
H  -1.0721  2.4434  -0.2517
H  -1.5891  2.3394  -1.9224
H  -2.4173  0.0421  -1.5307
H  -1.7909  0.1067  0.1288
H  -3.3399  2.1327  0.4840
H  -4.0756  1.7114  -1.0827
H  -4.0603  -0.7197  0.2754
H  -4.5683  0.4477  1.5021
H  -7.0468  1.1572  1.1591
H  -6.6064  -0.5367  1.4769
H  -8.6631  -0.9921  0.4419
H  -8.6915  0.5719  -0.4031
H  -7.7140  -0.7477  -1.0209
H  0.7659  0.3475  0.8920
H  0.6038  2.0189  1.3366
H  2.4338  0.6747  2.4580
H  2.9370  2.2317  1.8663
H  4.0041  -0.3776  1.2727
H  6.1657  -0.8666  0.5887
H  7.1188  2.7450  1.1080
C  0.5504  -3.8204  1.9725
N  -0.3715  -2.9040  1.2445
O  -1.2935  -3.3886  0.6371
O  -0.1387  -1.7039  1.3180
H  0.2091  -4.8362  1.8146
H  1.5487  -3.6657  1.5727
H  0.5178  -3.5427  3.0219


Record 2
Entry from the OMol25 dataset: C3H3FN2S as an isolated structure in a non-equilibrium geometry (ωB97M-V/def2-TZVPD).

HOMO-LUMO gap (spin up / spin down) = 6.5 / 7.7 eV
HOMO (spin up / spin down) = -8.77 / -9.46 eV
ΔE to the lowest compared entry with this formula, charge and spin = 642.8 kJ/mol
electronic energy = -19685.7750 eV
spin multiplicity = 1

Geometry (Å):
C  1.2066  -1.0526  0.1427
C  1.6267  0.2510  -0.2754
C  -0.8020  0.5209  0.4133
N  0.0764  -1.2057  0.6605
N  -2.0139  0.3585  0.4963
F  -2.5713  -0.3306  -1.2268
S  0.4641  1.4603  -0.2770
H  2.0219  -1.7076  -0.1152
H  2.7108  0.6507  -0.4130
H  -2.7194  1.0551  0.5945


Record 3
Entry from the OMol25 dataset: a 3-piece molecular cluster, C4H12NO4 overall in a non-equilibrium geometry (ωB97M-V/def2-TZVPD).

total charge = -1
HOMO-LUMO gap = 8.1 eV
HOMO = -4.40 eV
ΔE to the lowest compared entry with this formula, charge and spin = 232.5 kJ/mol
electronic energy = -14023.3066 eV
spin multiplicity = 1

Geometry (Å):
O  2.8880  -0.6453  2.4077
C  1.9485  -0.6260  1.6564
C  0.8763  0.4174  1.6030
C  -0.4324  -0.3471  1.8492
N  0.8753  1.2153  0.3602
C  0.8418  0.4036  -0.8991
O  -0.3273  -0.2645  -1.1119
H  1.7493  -1.4535  0.9478
H  0.9686  1.1683  2.3957
H  -0.6140  -1.0090  1.0093
H  -1.2683  0.3599  1.9151
H  -0.5026  -0.9307  2.7789
H  -0.0145  1.6982  0.3964
H  1.0911  1.1519  -1.6784
H  1.6814  -0.3035  -0.8271
H  -1.4011  -0.9262  -3.5838
H  -0.7827  -1.4267  -2.3253
O  -1.1134  -1.7612  -3.1982
H  -1.4017  1.0675  -1.4511
H  -2.7487  0.7358  -0.9036
O  -2.3137  1.4757  -1.3411


Record 4
Entry from the OMol25 dataset: a 7-piece molecular cluster, C12H36FO6 overall in a non-equilibrium geometry (ωB97M-V/def2-TZVPD).

total charge = -1
HOMO-LUMO gap = 9.7 eV
HOMO = -6.48 eV
ΔE to the lowest compared entry with this formula, charge and spin = 0.0 kJ/mol
electronic energy = -28032.6315 eV
spin multiplicity = 1

Geometry (Å):
F  0.0012  0.3617  0.1695
C  -2.7680  0.9646  4.3010
C  -1.7288  0.3362  3.3622
O  -1.3490  1.2753  2.3927
H  -2.3821  1.7900  4.9010
H  -3.0737  0.1687  4.9871
H  -3.6250  1.3574  3.7521
H  -2.1620  -0.5647  2.9215
H  -0.9031  0.0683  4.0374
H  -0.8955  0.8042  1.6678
C  0.8357  2.5549  -2.7205
C  1.3210  3.2067  -1.4283
O  0.3863  3.0665  -0.3773
H  0.6489  1.4983  -2.5239
H  1.6054  2.5814  -3.4942
H  -0.1071  3.0119  -3.0167
H  1.4897  4.2816  -1.5236
H  2.2977  2.8050  -1.1275
H  0.2699  2.1178  -0.1546
C  3.8306  1.1676  2.6765
C  2.6498  1.2497  1.7204
O  2.5963  0.0421  0.9661
H  4.0257  2.1460  3.1185
H  4.7017  0.7710  2.1539
H  3.6449  0.4893  3.5137
H  2.8366  2.0734  1.0261
H  1.7180  1.3774  2.2729
H  1.7051  -0.0083  0.5778
C  2.2404  -2.3074  -3.1410
C  1.8503  -1.2844  -2.1012
O  0.4507  -1.0482  -2.2070
H  1.8737  -2.1176  -4.1503
H  1.8904  -3.3027  -2.8510
H  3.3255  -2.4253  -3.2210
H  2.3788  -0.3442  -2.2808
H  2.0739  -1.7136  -1.1230
H  0.1629  -0.5504  -1.4186
C  -4.0635  0.4836  -2.6818
C  -2.6476  0.3165  -2.1889
O  -2.3934  1.1867  -1.1122
H  -4.3156  -0.3007  -3.3940
H  -4.1873  1.4943  -3.0762
H  -4.7622  0.4028  -1.8439
H  -1.9772  0.4826  -3.0428
H  -2.4889  -0.7189  -1.8633
H  -1.5713  0.9012  -0.6762
C  -0.8449  -4.3138  1.1613
C  -0.2379  -2.9655  0.8169
O  -1.2843  -2.0403  0.6194
H  -1.3769  -4.2762  2.1126
H  -0.0804  -5.0924  1.2280
H  -1.5519  -4.6417  0.3980
H  0.3648  -3.0005  -0.1002
H  0.4618  -2.6318  1.5962
H  -0.8600  -1.1863  0.3891


Record 5
Entry from the OMol25 dataset: C45H54BGeN8NaS2Te as an isolated structure in a non-equilibrium geometry (ωB97M-V/def2-TZVPD).

<S²> = 0.77
total charge = -1
HOMO-LUMO gap (spin up / spin down) = 5.5 / 6.0 eV
HOMO (spin up / spin down) = -3.48 / -3.94 eV
ΔE to the lowest compared entry with this formula, charge and spin = 77.7 kJ/mol
electronic energy = -150037.8156 eV
spin multiplicity = 2

Geometry (Å):
Na  -0.5317  0.8883  -0.4942
C  0.8387  3.2485  4.6692
C  -0.0919  2.8564  3.5185
C  -1.3767  2.2263  4.0646
C  0.6392  1.9884  2.5354
C  1.4020  0.7283  2.7812
C  2.2610  0.7011  1.5135
N  1.3822  1.3683  0.5647
N  0.5972  2.2555  1.2815
B  1.9257  1.8617  -0.7947
N  1.7556  0.7905  -1.9156
C  2.7400  0.2705  -2.6726
C  2.1662  -0.3178  -3.7795
C  0.7823  -0.0923  -3.6209
N  0.5577  0.5627  -2.4922
C  -0.3139  -0.4128  -4.6011
C  -0.4318  -1.9150  -4.8858
C  -1.6609  0.1454  -4.1443
N  1.0874  3.0739  -1.2337
C  1.5343  4.2282  -1.7552
C  0.4396  4.9889  -2.1094
C  -0.6671  4.1878  -1.7633
N  -0.2541  3.0425  -1.2434
C  -2.1259  4.5283  -1.8812
C  -3.0142  3.3201  -1.5924
C  -2.4690  5.6819  -0.9296
H  0.3374  3.9408  5.3479
H  1.7449  3.7254  4.2912
H  1.1292  2.3627  5.2393
H  -0.3650  3.7529  2.9571
H  -1.1549  1.3606  4.6888
H  -2.0236  1.9017  3.2481
H  -1.9178  2.9573  4.6709
H  1.9387  0.5995  3.7145
H  3.2176  1.2278  1.6257
H  3.0938  2.1561  -0.7207
H  3.7761  0.3545  -2.3840
H  2.6704  -0.8070  -4.5972
H  -0.0372  0.0776  -5.5420
H  -0.9139  -2.4152  -4.0458
H  0.5494  -2.3659  -5.0453
H  -1.0377  -2.0877  -5.7785
H  -1.9413  -0.2939  -3.1844
H  -2.4398  -0.0955  -4.8705
H  -1.6087  1.2286  -4.0224
H  2.5887  4.4374  -1.8353
H  0.4426  5.9683  -2.5594
H  -2.3138  4.8667  -2.9059
H  -2.8578  2.9793  -0.5674
H  -2.7757  2.4888  -2.2579
H  -4.0673  3.5775  -1.7182
H  -2.2070  5.4039  0.0932
H  -3.5368  5.9120  -0.9673
H  -1.9130  6.5833  -1.1921
C  6.6219  -2.9526  -1.5163
C  6.1671  -1.6843  -0.8815
C  6.9569  -0.6417  -0.5003
C  6.4009  0.4539  0.1845
N  5.1098  0.3699  0.6590
C  4.3740  -0.6141  0.2889
S  2.7792  -0.9601  0.9490
N  4.7838  -1.5468  -0.6545
C  7.1727  1.6876  0.5264
H  7.7075  -2.9656  -1.5896
H  6.2037  -3.0692  -2.5220
H  6.3027  -3.8174  -0.9255
H  8.0223  -0.6778  -0.6923
H  4.1744  -2.3314  -0.8270
H  8.2474  1.5098  0.4594
H  6.9302  2.0120  1.5401
H  6.9187  2.5102  -0.1506
Te  -0.1132  -0.8361  2.4758
C  -0.4587  -1.2056  4.5594
C  -1.6947  -1.3252  5.1271
C  -1.6740  -1.8512  6.4466
C  -0.4151  -2.1378  6.8718
S  0.7476  -1.7889  5.6564
H  -2.5985  -1.0320  4.6088
H  -2.5576  -1.9988  7.0524
H  -0.0985  -2.5265  7.8273
C  0.2871  -3.1492  -1.5594
Ge  -0.8745  -1.9763  -0.3974
C  -1.2509  -3.3488  1.0506
C  -2.4379  -3.3486  1.7896
C  -2.6181  -4.1803  2.8895
C  -1.6063  -5.0382  3.2888
C  -0.4203  -5.0707  2.5640
C  -0.2531  -4.2381  1.4688
C  -2.6972  -2.1612  -1.3040
C  -2.9385  -3.0732  -2.3026
C  -4.1382  -3.0924  -3.0424
C  -5.1115  -2.1641  -2.8055
C  -4.9328  -1.2005  -1.7861
C  -5.9238  -0.2255  -1.5171
C  -5.7621  0.6867  -0.5124
C  -4.6047  0.6449  0.2896
C  -3.6271  -0.2795  0.0433
C  -3.7354  -1.2195  -1.0153
H  -0.1575  -4.0957  -1.8762
H  1.1956  -3.3742  -0.9938
H  0.6027  -2.5903  -2.4402
H  -3.2514  -2.6936  1.4892
H  -3.5497  -4.1532  3.4445
H  -1.7358  -5.6745  4.1562
H  0.3779  -5.7415  2.8625
H  0.6874  -4.2671  0.9294
H  -2.1753  -3.8040  -2.5489
H  -4.2773  -3.8412  -3.8146
H  -6.0278  -2.1501  -3.3858
H  -6.8225  -0.2169  -2.1248
H  -6.5233  1.4335  -0.3213
H  -4.4952  1.3456  1.1092
H  -2.7620  -0.3250  0.6974


Record 6
Entry from the OMol25 dataset: a 7-piece molecular cluster, C7H25BCl2N3O10 overall in a non-equilibrium geometry (ωB97M-V/def2-TZVPD).

total charge = -1
HOMO-LUMO gap = 5.5 eV
HOMO = -3.92 eV
electronic energy = -58333.6658 eV
spin multiplicity = 1

Geometry (Å):
C  -0.5423  -3.4211  1.1731
C  -1.4627  -2.2462  1.0418
Cl  -3.0089  -2.5107  1.7773
C  -1.1722  -1.0813  0.4616
Cl  0.4917  -0.9383  -0.0675
C  -2.0211  0.1776  0.3148
C  -2.1412  0.7877  1.7127
C  -0.8179  1.2123  2.3675
N  -0.8093  2.5903  2.8858
C  -3.4716  -0.0794  -0.2948
O  -4.2191  0.8916  -0.1334
O  -3.6333  -1.1660  -0.8692
N  -1.2650  1.1316  -0.5838
O  -1.5876  2.4871  -0.2197
B  -1.4182  0.9650  -2.0371
N  -1.0459  -0.2712  -2.6567
O  -1.9063  2.0074  -2.8347
H  0.0076  -3.5751  0.2460
H  -1.1227  -4.3190  1.3635
H  0.1822  -3.2716  1.9745
H  -2.5926  0.0289  2.3483
H  -2.8555  1.6040  1.6794
H  -0.0024  1.1427  1.6545
H  -0.5732  0.5663  3.2067
H  -1.0735  3.2276  2.1477
H  -1.4646  2.6827  3.6491
H  -0.7103  2.8737  -0.1254
H  -1.1906  -0.2439  -3.6561
H  -0.1209  -0.6333  -2.4681
H  -1.1790  2.4101  -3.3150
O  2.4542  1.3775  1.9394
H  2.8324  0.7995  1.2672
H  3.1440  2.0134  2.1500
O  3.8038  -1.0758  -0.8013
H  4.1694  -1.7090  -1.4290
H  2.8801  -1.0105  -1.0854
O  2.0453  -0.8172  -3.3619
H  2.5601  -1.3044  -4.0118
H  2.5945  -0.0525  -3.1461
O  2.1701  2.0532  -2.1303
H  1.9653  1.4422  -1.4102
H  2.6180  2.7863  -1.6982
O  4.9184  -1.5328  -3.7584
H  5.4386  -2.0197  -4.4055
H  5.4576  -0.7694  -3.5250
O  -2.1290  -0.7790  4.6334
H  -1.8076  -0.7350  5.5385
H  -2.3889  -1.6960  4.4922


Record 7
Entry from the OMol25 dataset: C45H44IN4P2S2TeTl as an isolated structure in a non-equilibrium geometry (ωB97M-V/def2-TZVPD).

HOMO-LUMO gap = 5.9 eV
HOMO = -7.12 eV
ΔE to the lowest compared entry with this formula, charge and spin = 120.5 kJ/mol
electronic energy = -113675.5396 eV
spin multiplicity = 1

Geometry (Å):
Tl  0.0263  -1.9681  -1.5614
Te  -3.5997  0.6198  -0.0672
C  -4.0130  2.0443  1.4602
C  -3.0928  3.0441  1.7471
C  -3.3779  3.9365  2.7644
N  -4.4853  3.8936  3.4864
C  -5.3624  2.9449  3.2055
C  -5.1816  2.0012  2.2076
C  -1.4822  0.6636  0.4848
P  -1.1457  -1.0208  0.9586
C  0.3190  -1.2156  2.0333
C  0.8307  -2.5092  2.0202
C  1.8262  -2.8851  2.8995
C  2.2892  -1.9706  3.8312
C  1.7835  -0.6777  3.8504
C  0.8069  -0.2921  2.9465
C  -2.3738  -1.3742  2.2696
C  -2.6889  -0.3550  3.1642
C  -3.6906  -0.5393  4.0959
C  -4.3680  -1.7477  4.1527
C  -4.0137  -2.7811  3.3036
C  -3.0117  -2.6016  2.3642
P  -0.5268  0.8830  -0.9966
C  1.0854  1.5490  -0.4971
C  2.1255  1.5044  -1.4193
C  3.3257  2.1234  -1.1226
C  3.4907  2.7819  0.0859
C  2.4556  2.8211  1.0059
C  1.2501  2.2132  0.7106
C  -1.2403  2.3417  -1.8243
C  -2.1859  2.1270  -2.8217
C  -2.8725  3.1969  -3.3642
C  -2.6185  4.4819  -2.9130
C  -1.6592  4.6992  -1.9388
C  -0.9661  3.6337  -1.3938
H  -2.1739  3.1133  1.1808
H  -2.6868  4.7305  3.0176
H  -6.2542  2.9332  3.8188
H  -5.9255  1.2401  2.0216
H  0.4308  -3.2225  1.3131
H  2.2347  -3.8827  2.8564
H  3.0404  -2.2749  4.5483
H  2.1436  0.0350  4.5812
H  0.4273  0.7181  2.9483
H  -2.1581  0.5842  3.1182
H  -3.9463  0.2604  4.7772
H  -5.1556  -1.8886  4.8785
H  -4.5238  -3.7304  3.3680
H  -2.7257  -3.4104  1.7075
H  1.9921  0.9726  -2.3541
H  4.1313  2.1105  -1.8444
H  4.4268  3.2765  0.3095
H  2.5749  3.3591  1.9355
H  0.4199  2.2577  1.4014
H  -2.3814  1.1194  -3.1695
H  -3.6176  3.0288  -4.1269
H  -3.1752  5.3159  -3.3146
H  -1.4593  5.7020  -1.5897
H  -0.2262  3.8093  -0.6256
C  -3.2407  -2.9937  -1.2811
C  -3.0855  -2.7012  -2.7349
C  -4.1793  -2.8553  -3.6035
C  -3.9861  -2.6993  -4.9440
C  -2.7068  -2.3862  -5.4432
C  -2.4664  -2.2946  -6.8232
C  -1.2004  -2.0263  -7.2712
C  -0.1684  -1.8059  -6.3660
C  -0.3636  -1.8609  -4.9950
S  1.0258  -1.5265  -4.0083
C  -1.6598  -2.1880  -4.4955
N  -1.8925  -2.3453  -3.1717
H  -4.2791  -3.1842  -1.0234
H  -2.8767  -2.1568  -0.6797
H  -2.6459  -3.8721  -1.0296
H  -5.1469  -3.1091  -3.1974
H  -4.7975  -2.8328  -5.6431
H  -3.2880  -2.4556  -7.5062
H  -0.9946  -1.9864  -8.3290
H  0.8238  -1.5870  -6.7272
I  0.4245  -4.7660  -1.2012
C  7.8522  -1.1448  0.4673
C  6.6963  -0.2575  0.0064
N  5.4713  -1.0184  -0.1511
C  4.2399  -0.8394  0.3618
S  2.9785  -1.5476  -0.4796
N  4.0170  -0.1572  1.4985
C  4.9146  -0.0082  2.6273
C  5.1449  1.4615  2.9699
H  8.7760  -0.5732  0.5120
H  7.9893  -1.9657  -0.2320
H  7.6632  -1.5666  1.4515
H  6.9560  0.1746  -0.9673
H  6.5384  0.5638  0.7025
H  5.4472  -1.6033  -0.9763
H  3.0351  -0.0667  1.7246
H  5.8534  -0.5152  2.4085
H  4.4649  -0.5075  3.4934
H  5.6024  1.9931  2.1393
H  5.7977  1.5489  3.8345
H  4.1956  1.9393  3.1976


Record 8
Entry from the OMol25 dataset: one molecule with the formula C5H10O3S in a non-equilibrium geometry (ωB97M-V/def2-TZVPD).

HOMO-LUMO gap = 10.3 eV
HOMO = -9.57 eV
structure (SMILES) = C=C(C)OS(=O)(=O)CC
ΔE to the lowest compared entry with this formula, charge and spin = 253.0 kJ/mol
electronic energy = -22322.2351 eV
spin multiplicity = 1

Geometry (Å):
C  0.0392  2.3737  0.1641
C  -0.5749  -1.8399  -0.5588
C  0.3131  2.4415  1.6373
C  -1.0857  -2.6606  0.3613
C  -0.0798  -2.0653  -1.8624
O  -0.2427  1.0356  -2.0833
O  1.7174  0.4870  -0.6107
O  -0.6645  -0.4492  -0.1434
S  0.2895  0.7280  -0.7866
H  0.6683  3.0013  -0.4008
H  -0.2565  3.2411  2.1609
H  1.3560  2.6243  1.9661
H  -0.0308  1.6927  2.2591
H  -1.3681  -2.1606  1.2830
H  -1.0832  2.6790  0.0332
H  -1.2364  -3.7240  0.1808
H  -0.7758  -1.8896  -2.5701
H  0.2892  -3.0439  -1.7239
H  0.6835  -1.3778  -1.9745


Record 9
Entry from the OMol25 dataset: an isolated ion of composition C4H13N2 and charge +1 in a non-equilibrium geometry (ωB97M-V/def2-TZVPD).

total charge = +1
HOMO-LUMO gap = 10.0 eV
HOMO = -13.18 eV
structure (SMILES) = CNCC[NH2+]C
ΔE to the lowest compared entry with this formula, charge and spin = 181.6 kJ/mol
electronic energy = -7331.6055 eV
spin multiplicity = 1

Geometry (Å):
C  -1.2613  -0.0638  0.7454
N  -1.0403  1.0941  -0.2413
C  -1.7100  1.0808  -1.5387
C  0.1176  -0.4850  1.2389
N  1.1710  -0.2068  0.2172
C  2.3240  -1.1396  -0.0085
H  -1.9755  0.3567  1.4731
H  -1.7607  -0.8435  0.1538
H  -1.2000  1.9033  0.3517
H  -1.1026  1.7082  -2.2072
H  -1.7094  0.0733  -1.9609
H  -2.7055  1.5769  -1.6084
H  0.3860  -0.0949  2.2409
H  0.2049  -1.5617  1.3541
H  1.6384  0.6696  0.5076
H  0.7995  0.1341  -0.6969
H  2.5535  -1.6485  0.9655
H  2.0582  -1.9559  -0.6904
H  3.2121  -0.5976  -0.2958